Entry from OMol25: 2 unconnected molecules or ions with the total composition C46H41N2O2S at a distorted geometry (wB97M-V/def2-TZVPD).

Computed properties:
HOMO, eV: -10.14
Lowest unoccupied orbital energy, eV: -5.110
HOMO-LUMO gap, hartree: 0.185

Structure (ORCA input):
```
! RIJCOSX wB97M-V def2-TZVPD def2/J DEFGRID3
* xyz 1 1
C -3.491 -4.649 0.731
C -3.684 -4.425 2.097
C -3.097 -3.319 2.723
C -2.310 -2.429 1.989
C -1.667 -1.187 2.630
C -2.087 0.057 1.824
C -1.223 1.144 1.654
C -1.323 1.958 0.526
C -2.460 1.880 -0.282
C -3.475 0.976 0.057
C -3.304 0.087 1.122
C -0.122 -1.347 2.628
C 0.418 -2.668 3.160
C 1.836 -2.825 2.661
N 2.548 -1.541 2.701
C 3.832 -1.407 2.163
C 4.260 -0.079 2.147
C 5.507 0.225 1.605
C 6.334 -0.827 1.176
C 5.901 -2.158 1.225
C 4.616 -2.457 1.694
S 3.044 0.969 2.859
C 1.922 -0.370 3.040
N 0.638 -0.271 3.307
C -2.075 -2.683 0.630
C -2.698 -3.763 -0.010
H -3.960 -5.504 0.238
H -4.292 -5.111 2.688
H -3.255 -3.138 3.792
H -2.007 -1.095 3.676
H -0.414 1.321 2.357
H -0.495 2.635 0.307
H -2.562 2.533 -1.151
H -4.391 0.944 -0.533
H -4.096 -0.631 1.360
H 0.116 -1.355 1.541
H 0.373 -2.666 4.256
H -0.191 -3.507 2.807
H 2.400 -3.558 3.246
H 1.822 -3.173 1.615
H 5.818 1.261 1.535
H 7.334 -0.607 0.801
H 6.554 -2.969 0.908
H 4.231 -3.477 1.725
H -1.434 -2.009 0.053
H -2.556 -3.901 -1.085
C 5.769 9.071 6.772
O 5.347 7.910 7.530
C 4.643 6.956 6.853
C 3.871 6.074 7.638
C 3.079 5.134 7.019
C 3.013 5.057 5.617
C 2.060 4.133 4.981
C 2.185 2.735 5.121
C 1.085 1.861 5.288
C 0.424 1.789 6.576
C -0.938 1.399 6.722
C -1.624 1.655 7.907
C -0.981 2.240 9.006
C 0.391 2.516 8.931
C 1.086 2.263 7.749
C 0.923 4.701 4.271
C 0.258 5.875 4.731
C -0.866 6.355 4.093
C -1.308 5.724 2.901
O -2.502 6.083 2.358
C -3.044 5.233 1.306
C -0.525 4.686 2.342
C 0.472 4.092 3.090
C 3.792 5.937 4.840
C 4.628 6.861 5.441
H 6.309 9.665 7.512
H 6.438 8.790 5.945
H 4.904 9.629 6.384
H 3.892 6.179 8.721
H 2.452 4.474 7.616
H 3.208 2.362 5.278
H 0.655 1.314 4.453
H -1.441 0.926 5.873
H -2.687 1.412 7.986
H -1.530 2.438 9.931
H 0.918 2.934 9.792
H 2.161 2.453 7.705
H 0.653 6.373 5.620
H -1.410 7.214 4.469
H -3.987 5.693 1.004
H -2.371 5.185 0.433
H -3.241 4.217 1.691
H -0.735 4.321 1.340
H 1.003 3.211 2.721
H 3.738 5.877 3.753
H 5.245 7.530 4.832
*
```

Okay, here come the Löwdin numbers, in e, for every atom: -0.083 -0.076 -0.040 -0.235 -0.163 -0.169 -0.041 -0.097 -0.093 -0.072 -0.036 -0.299 -0.118 -0.116 -0.029 -0.239 -0.435 -0.070 -0.076 -0.065 -0.006 1.135 -0.546 0.015 -0.042 -0.063 0.107 0.106 0.116 0.145 0.074 0.100 0.106 0.107 0.126 0.153 0.131 0.121 0.133 0.140 0.110 0.109 0.111 0.112 0.126 0.108 -0.052 -0.087 -0.257 0.012 -0.023 -0.204 -0.138 -0.120 0.100 -0.154 0.027 -0.044 -0.015 -0.038 0.003 -0.180 0.004 0.019 -0.242 -0.070 -0.042 -0.006 -0.015 -0.006 -0.002 0.096 0.086 0.104 0.125 0.092 0.128 0.066 0.127 0.120 0.126 0.121 0.115 0.125 0.123 0.096 0.091 0.099 0.074 0.097 0.128 0.110